This record from the OMol25 dataset describes a 18-piece molecular cluster, C94H125N11O36 overall at a distorted geometry. The level of theory is the ωB97M-V functional and the def2-TZVPD basis.

Summary:
* orbital gap: 7.181 eV
* HOMO: -8.52 eV

```
266
Properties=species:S:1:pos:R:3:lowdin_charge:R:1
C -3.3258 24.2460 -15.5782 -0.1015
C -4.0490 23.3910 -16.3612 -0.0531
C -4.7158 22.2491 -15.7436 0.0347
C -4.8797 22.2515 -14.3147 -0.1091
C -4.1537 23.2179 -13.6001 -0.0148
C -3.3894 24.2161 -14.1974 -0.0590
N -5.5874 21.0866 -13.6523 -0.3226
O -5.3840 20.9737 -12.4524 0.0589
O -6.1492 20.1935 -14.2903 0.0488
H -2.6140 24.9175 -16.0352 0.0979
H -4.0986 23.4410 -17.4389 0.0992
H -5.2271 21.4614 -16.2770 0.0945
H -4.2658 23.0909 -12.5335 0.1081
H -2.8983 25.0017 -13.6424 0.1005
C 3.2504 27.2889 -17.6179 -0.0577
C 1.8739 27.4700 -17.6904 -0.1099
C 1.0537 27.1262 -16.6983 -0.0174
C 1.6361 26.5762 -15.5038 -0.1038
C 3.0120 26.4168 -15.3685 -0.0015
C 3.8702 26.6373 -16.5097 -0.0219
N 0.6952 26.1193 -14.4030 -0.2996
O 1.1327 26.3433 -13.2710 0.0618
O -0.4443 25.6808 -14.5809 0.0537
H 3.8654 27.6862 -18.4119 0.1028
H 1.4670 28.0413 -18.5116 0.1143
H 0.0017 27.3214 -16.8456 0.1207
H 3.4492 25.9834 -14.4811 0.1017
H 4.9358 26.5371 -16.3651 0.0969
C 1.1670 18.1676 -17.6643 -0.0164
C 1.9302 18.3337 -16.5106 -0.0614
C 3.2781 18.0872 -16.4813 -0.0417
C 4.0082 17.8058 -17.6083 -0.1484
C 3.2859 17.6751 -18.7938 0.0157
C 1.8760 17.7629 -18.7926 -0.0497
N 5.4497 17.7206 -17.5396 -0.3168
O 5.9969 17.8218 -16.4388 0.0333
O 6.1197 17.5735 -18.5642 0.0748
H 0.0877 18.2001 -17.6809 0.1101
H 1.5828 18.5129 -15.5039 0.0912
H 3.6701 18.0193 -15.4772 0.1105
H 3.7067 17.5612 -19.7818 0.1159
H 1.4765 17.5197 -19.7661 0.0915
C 6.6796 24.2780 -3.9462 -0.0938
C 7.1786 22.9991 -4.1920 -0.0248
C 6.1921 21.9328 -4.2925 0.0190
C 4.8063 22.1878 -4.2135 -0.1374
C 4.4232 23.4841 -3.9584 -0.0150
C 5.3322 24.5365 -3.8694 -0.0737
N 3.8550 21.0464 -4.4926 -0.2981
O 2.6586 21.3798 -4.3168 0.0382
O 4.2387 20.0526 -5.1199 0.0632
H 7.2455 25.1934 -3.8555 0.1070
H 8.2315 22.7593 -4.1733 0.0903
H 6.4934 20.9188 -4.5103 0.0924
H 3.3782 23.6968 -3.7880 0.1182
H 4.9818 25.5487 -3.7310 0.1073
C 11.7658 21.5824 -6.1389 -0.0442
C 10.8385 20.9161 -5.3292 -0.0695
C 9.6466 20.4570 -5.8292 -0.0069
C 9.4211 20.5873 -7.2013 -0.1192
C 10.4144 21.0949 -8.0354 -0.0368
C 11.5256 21.6513 -7.5123 -0.0830
N 8.1796 20.0769 -7.8489 -0.2958
O 7.9277 20.2624 -9.0189 0.0654
O 7.3939 19.4782 -7.0646 0.0414
H 12.5948 22.0258 -5.6073 0.1085
H 11.1479 20.9028 -4.2946 0.1099
H 8.8960 19.9668 -5.2269 0.1148
H 10.3644 21.0885 -9.1142 0.1267
H 12.1341 22.2685 -8.1567 0.1138
C 0.9647 17.7065 -8.3324 -0.0698
C 1.8895 16.8800 -7.7630 -0.0594
C 1.6081 15.4636 -7.5264 0.0410
C 0.4955 14.9349 -8.1915 -0.1587
C -0.3754 15.7847 -8.8688 -0.0147
C -0.2321 17.1711 -8.9184 -0.0223
N 0.2584 13.5002 -8.1353 -0.3686
O -0.1383 12.9579 -9.1348 0.0877
O 0.3851 12.9381 -7.0568 0.0810
H 1.3052 18.7279 -8.4180 0.0896
H 2.8224 17.2127 -7.3324 0.0817
H 2.2524 14.8649 -6.8996 0.1035
H -1.2749 15.4382 -9.3558 0.1153
H -0.9353 17.7966 -9.4481 0.0919
C 6.1448 17.9008 -10.4919 -0.0324
C 7.0092 17.7642 -11.5973 -0.0803
C 6.7181 17.0465 -12.7171 -0.0195
C 5.4743 16.3866 -12.8305 -0.1192
C 4.5962 16.4615 -11.7312 0.0112
C 4.9581 17.2113 -10.6215 -0.0867
N 5.1353 15.5853 -14.0190 -0.2863
O 3.9301 15.5026 -14.3529 0.0479
O 6.0945 15.0027 -14.5822 0.0712
H 6.4650 18.4383 -9.6116 0.0822
H 7.9333 18.3228 -11.5733 0.1043
H 7.3243 17.2906 -13.5770 0.1159
H 3.5654 16.1412 -11.7669 0.1175
H 4.2769 17.1067 -9.7900 0.0962
C -5.9128 16.6624 -12.2850 -0.0726
C -4.5802 16.5512 -12.4403 -0.0958
C -4.0231 16.0039 -13.5668 0.0083
C -4.8652 15.7452 -14.6836 -0.0993
C -6.2796 15.9448 -14.5649 -0.0021
C -6.7828 16.4608 -13.3878 -0.0570
N -4.2876 15.2686 -15.9727 -0.2851
O -3.0767 15.2779 -16.1327 0.0746
O -5.1566 14.8284 -16.8638 0.0124
H -6.4631 17.2128 -11.5361 0.1097
H -3.9953 17.0335 -11.6711 0.1068
H -2.9819 15.8300 -13.7952 0.1057
H -6.8595 15.6113 -15.4128 0.0964
H -7.8321 16.6540 -13.2202 0.1058
C 7.8227 23.6516 -8.7140 -0.0860
C 6.4803 23.9284 -8.5244 -0.0536
C 6.0934 25.0216 -7.7488 0.0200
C 7.1088 25.8327 -7.1860 -0.1359
C 8.4865 25.5731 -7.3358 0.0329
C 8.7899 24.4249 -8.1341 -0.0573
N 6.6883 26.8857 -6.2380 -0.3632
O 7.6226 27.6236 -5.9613 0.0595
O 5.5427 26.9450 -5.8935 0.0918
H 7.9924 22.7432 -9.2729 0.0916
H 5.7891 23.2859 -9.0496 0.0785
H 5.0359 25.2246 -7.8318 0.0951
H 9.2144 26.2373 -6.8937 0.1131
H 9.8078 24.1108 -8.3120 0.0926
C 6.6942 21.4922 -15.6803 -0.0521
C 6.4399 22.8475 -15.6197 -0.0981
C 5.8999 23.4105 -14.5152 -0.0251
C 5.6128 22.6466 -13.3736 -0.1206
C 6.0003 21.3129 -13.3511 0.0131
C 6.4845 20.6904 -14.5218 -0.0187
N 5.0345 23.3246 -12.1691 -0.3435
O 4.6276 22.7351 -11.1863 0.0477
O 5.0886 24.5069 -12.1753 0.0850
H 7.1174 21.0085 -16.5482 0.1116
H 6.6721 23.3687 -16.5367 0.1133
H 5.7361 24.4757 -14.4452 0.1066
H 5.7622 20.8018 -12.4299 0.1040
H 6.6174 19.6308 -14.6827 0.0810
C -1.7712 19.6359 -5.9904 -0.0719
C -2.8244 19.2700 -6.7801 -0.0718
C -2.9809 19.6624 -8.1002 -0.0251
C -2.0893 20.4870 -8.6628 -0.2083
C -0.9991 20.8947 -7.8716 0.0218
C -0.7769 20.4394 -6.5489 -0.0366
N -2.1740 20.8166 -10.0323 -0.3267
O -2.0464 22.0440 -10.3194 0.0626
O -2.2425 19.8960 -10.7722 0.1113
H -1.6475 19.4757 -4.9295 0.1111
H -3.4491 18.4841 -6.3819 0.1099
H -3.7127 19.2084 -8.7519 0.1268
H -0.2956 21.5037 -8.4198 0.1052
H 0.0702 20.8974 -6.0600 0.1007
C 2.6640 19.9047 -10.7615 -0.1139
O 2.0381 18.7672 -11.3099 -0.1842
C 1.6178 18.9250 -12.6545 -0.1500
C 0.2379 19.7447 -12.9405 -0.2274
O 0.0584 20.0497 -14.2536 -0.1991
C -1.2459 20.6385 -14.4865 -0.0470
H 3.1727 19.4823 -9.8950 0.0772
H 1.9065 20.6144 -10.4290 0.0801
H 3.4100 20.4852 -11.3043 0.0693
H 1.3329 17.9031 -12.9049 0.1105
H 2.3819 19.1724 -13.3914 0.1118
H 0.2664 20.6321 -12.3081 0.1010
H -0.5460 19.0726 -12.5914 0.1071
H -1.3799 21.0092 -15.5027 0.0846
H -1.4727 21.4094 -13.7500 0.0812
H -1.9084 19.7960 -14.2875 0.0886
C 1.2015 11.3438 -13.4299 -0.1175
O 0.2185 11.9011 -14.2379 -0.2137
C -0.2406 13.2144 -13.9004 -0.1745
C 0.8017 14.3514 -14.0346 -0.1567
O 1.0218 14.7565 -15.4197 -0.1778
C 1.8837 13.9372 -16.0893 -0.1576
H 1.0422 11.2848 -12.3532 0.0935
H 2.0466 11.9642 -13.7283 0.0726
H 1.4746 10.3981 -13.8982 0.0932
H -0.5364 13.0350 -12.8668 0.1144
H -1.1883 13.4767 -14.3707 0.1183
H 1.6965 14.1052 -13.4630 0.1075
H 0.1667 15.1185 -13.5913 0.1128
H 1.3372 13.0284 -16.3417 0.0915
H 2.8539 13.7290 -15.6383 0.0751
H 2.1243 14.5063 -16.9872 0.0880
C -0.7473 24.7462 -10.9767 -0.1213
O 0.0704 25.3746 -10.0382 -0.1926
C 1.5123 25.4253 -10.0190 -0.1830
C 2.1364 24.8208 -8.8079 -0.1329
O 1.8037 23.3520 -8.5790 -0.1989
C 2.9161 22.5169 -8.0624 -0.0745
H -1.7802 24.7834 -10.6305 0.0907
H -0.3812 23.7361 -11.1607 0.0685
H -0.6700 25.2248 -11.9529 0.0477
H 1.6602 26.5052 -10.0138 0.1329
H 1.8345 24.9303 -10.9351 0.1124
H 1.6654 25.2470 -7.9221 0.1280
H 3.1773 25.1203 -8.9304 0.1041
H 3.3823 22.9956 -7.2012 0.0650
H 3.7677 22.3315 -8.7169 0.0568
H 2.4084 21.6550 -7.6294 0.0734
C 1.8389 22.8126 -13.4301 -0.1010
O 2.5067 22.1270 -14.4499 -0.1681
C 2.0760 22.3885 -15.7615 -0.2099
C 2.9174 21.6951 -16.7870 -0.1631
O 2.3969 21.7707 -18.1336 -0.1601
C 1.8893 23.0041 -18.6094 -0.1109
H 1.9844 22.2664 -12.4981 0.0781
H 0.8099 23.1378 -13.5833 0.0906
H 2.3956 23.7364 -13.2725 0.0659
H 2.3111 23.4234 -16.0103 0.1098
H 1.0094 22.1896 -15.8663 0.1278
H 3.0591 20.6244 -16.6403 0.1019
H 3.9296 22.0540 -16.6007 0.1085
H 2.6365 23.7961 -18.6592 0.0780
H 1.1256 23.4730 -17.9888 0.0730
H 1.5046 22.7772 -19.6037 0.0895
C -8.4078 17.4766 -16.5764 -0.1308
O -7.2431 17.1529 -17.3168 -0.1936
C -6.2930 18.2252 -17.5923 -0.1360
C -5.0088 17.7883 -18.3626 -0.2079
O -4.2466 18.8184 -18.8780 -0.1541
C -4.6192 19.0887 -20.1721 -0.1405
H -8.8719 16.5150 -16.3571 0.0862
H -9.2628 17.9827 -17.0246 0.0809
H -8.2532 17.9765 -15.6202 0.0778
H -5.9616 18.8523 -16.7647 0.1051
H -6.9245 18.9206 -18.1452 0.1149
H -5.1448 17.0193 -19.1231 0.1287
H -4.3777 17.3079 -17.6149 0.1048
H -4.7174 18.2772 -20.8932 0.0970
H -3.7781 19.6290 -20.6065 0.0523
H -5.5073 19.7114 -20.2799 0.0959
C 4.7014 12.9606 -4.3019 -0.0842
O 4.4853 14.0587 -5.1932 -0.2352
C 5.4471 15.0784 -5.0740 -0.1880
C 5.5803 16.0496 -6.3265 -0.1264
O 6.3484 15.4278 -7.4029 -0.1822
C 5.5743 14.4312 -8.0403 -0.1173
H 4.2883 13.2260 -3.3287 0.0796
H 5.7619 12.8446 -4.0782 0.0826
H 4.1093 12.1177 -4.6585 0.0946
H 6.3720 14.5098 -4.9775 0.1105
H 5.2094 15.5561 -4.1235 0.1216
H 6.0416 16.9826 -6.0030 0.1111
H 4.5841 16.3227 -6.6745 0.0857
H 6.1960 14.0826 -8.8650 0.0901
H 4.5984 14.6794 -8.4578 0.0785
H 5.4817 13.5823 -7.3630 0.0808
C -1.6716 20.9854 -19.6300 -0.1542
O -0.7078 20.9503 -20.6189 -0.1718
C -1.1711 20.2550 -21.8481 -0.1357
C -1.1798 18.7446 -21.7304 -0.2043
O -1.6854 18.2418 -22.9774 -0.2028
C -1.7722 16.8512 -23.3217 -0.0892
H -1.4453 21.5997 -18.7585 0.0800
H -1.7387 20.0205 -19.1273 0.0784
H -2.6428 21.3318 -19.9835 0.0843
H -0.4008 20.4497 -22.5944 0.1271
H -2.1335 20.5731 -22.2490 0.1237
H -1.7902 18.3038 -20.9423 0.1114
H -0.2218 18.2860 -21.4855 0.1125
H -1.8370 16.8075 -24.4089 0.0854
H -2.6197 16.3452 -22.8594 0.0789
H -0.9104 16.2403 -23.0529 0.0797
```